Record 1
Density functional theory data (the ωB97M-V functional and the def2-TZVPD basis) for C40H55BN10O4PS3Tl as an isolated structure.

E_LUMO in eV: -0.388
M in g mol⁻¹: 1082.32
2S+1: 1
Kohn-Sham gap in Ha: 0.2626
Charge: 0

```
115
C40H55BN10O4PS3Tl the ωB97M-V functional and the def2-TZVPD basis
Tl -0.5217 0.6010 -1.0047
C -0.7140 -0.5884 -4.8928
C -0.4206 0.8466 -4.5992
C -0.0898 1.8265 -5.5419
C 0.1319 2.9793 -4.8208
C 0.5358 4.3304 -5.3149
N -0.0633 2.6894 -3.5225
N -0.4110 1.3765 -3.3757
B 0.1452 3.6293 -2.3127
N 1.3478 3.1174 -1.4988
N 1.5473 1.7788 -1.3543
C 2.8176 1.6052 -0.9980
C 3.4567 0.2654 -0.8401
C 3.4429 2.8541 -0.8838
C 2.4818 3.7850 -1.2126
C 2.5881 5.2724 -1.2818
N -1.1553 3.7099 -1.4912
N -1.7652 2.6081 -0.9615
C -2.9927 2.9855 -0.5853
C -4.0633 2.0876 -0.0621
C -3.1480 4.3514 -0.8277
C -1.9695 4.7741 -1.4035
C -1.6176 6.1385 -1.9017
H -0.5629 -0.7728 -5.9558
H -1.7374 -0.8552 -4.6330
H -0.0563 -1.2491 -4.3298
H -0.0139 1.7015 -6.6098
H 0.6443 4.2973 -6.3973
H 1.4869 4.6454 -4.8839
H -0.2069 5.0897 -5.0677
H 0.3953 4.7276 -2.7102
H 2.8467 -0.5191 -1.2811
H 3.6307 0.0241 0.2100
H 4.4287 0.2720 -1.3341
H 4.4714 3.0431 -0.6212
H 3.5534 5.5834 -0.8869
H 1.8054 5.7522 -0.6923
H 2.5013 5.6363 -2.3067
H -4.0456 1.1104 -0.5394
H -5.0268 2.5590 -0.2552
H -3.9630 1.9277 1.0106
H -4.0269 4.9450 -0.6344
H -2.4109 6.8310 -1.6268
H -1.5110 6.1530 -2.9868
H -0.6814 6.4964 -1.4740
C 1.1776 -4.5994 -1.8983
C 0.1679 -3.7846 -2.6849
C 0.1302 -4.1586 -4.1515
O -1.1712 -4.0059 -2.1918
P -1.8485 -3.1918 -0.9872
S -1.0885 -3.5817 0.7529
S -2.0391 -1.2917 -1.8473
O -3.3393 -3.7417 -1.0366
C -4.1232 -4.3173 -2.1113
C -3.7625 -5.7825 -2.2691
C -4.0505 -3.5500 -3.4165
H 2.1559 -4.5225 -2.3777
H 0.8723 -5.6479 -1.8785
H 1.2559 -4.2370 -0.8750
H 0.3801 -2.7191 -2.5791
H -0.1192 -5.2162 -4.2610
H 1.1060 -3.9823 -4.6075
H -0.6163 -3.5675 -4.6844
H -5.1378 -4.2435 -1.7209
H -2.7800 -5.8896 -2.7296
H -4.5051 -6.2747 -2.8999
H -3.7460 -6.2750 -1.2971
H -3.0429 -3.5822 -3.8331
H -4.3408 -2.5084 -3.2840
H -4.7346 -4.0167 -4.1284
C -3.4157 -1.3308 3.9800
N -2.6343 -0.1175 3.9040
C -2.3062 0.6736 5.0858
C -1.3910 1.7712 4.5201
N -1.5186 1.5778 3.0749
C -2.1342 0.4105 2.7810
S -2.2860 -0.2650 1.2493
H -4.2323 -1.1868 4.6890
H -2.8037 -2.1741 4.3041
H -3.8180 -1.5607 2.9961
H -1.7947 0.0554 5.8229
H -3.2161 1.0741 5.5393
H -0.3542 1.6393 4.8287
H -1.7215 2.7681 4.8050
H -0.7640 1.8819 2.4768
O 0.8412 -1.4308 -0.4637
C 1.1320 -1.0072 0.6617
N 1.7896 -1.6808 1.6316
C 2.0371 -0.8154 2.7699
C 1.3408 0.4945 2.2622
O 1.2715 1.5174 2.9252
N 0.8431 0.2730 1.0296
C 3.5479 -0.6044 2.9729
C 4.1057 0.6506 3.1825
C 5.4784 0.7854 3.3667
C 6.3029 -0.3274 3.3508
C 5.7474 -1.5857 3.1511
C 4.3819 -1.7198 2.9641
C 1.3969 -1.3196 4.0593
C 1.6362 -0.6438 5.2560
C 1.1335 -1.1327 6.4507
C 0.3835 -2.3051 6.4696
C 0.1207 -2.9644 5.2808
C 0.6187 -2.4701 4.0786
H 1.8444 -2.6843 1.6199
H 3.4706 1.5255 3.1899
H 5.9017 1.7703 3.5205
H 7.3708 -0.2189 3.4934
H 6.3804 -2.4641 3.1392
H 3.9616 -2.7076 2.8118
H 2.2373 0.2567 5.2460
H 1.3370 -0.6035 7.3738
H 0.0028 -2.6943 7.4055
H -0.4769 -3.8678 5.2797
H 0.3677 -2.9777 3.1551
```

---

Record 2
Density functional theory data (the ωB97M-V functional and the def2-TZVPD basis) for a 10-piece molecular cluster, C40H55F27O20 overall at a distorted geometry.

E_LUMO in eV: 0.195
M in g mol⁻¹: 1368.81
2S+1: 1
Kohn-Sham gap in Ha: 0.3783
Charge: 0

```
142
C40H55F27O20 the ωB97M-V functional and the def2-TZVPD basis
C -5.5444 -5.1657 -5.8974
C -5.3377 -4.8578 -4.4343
O -3.9374 -4.9305 -4.1354
C -3.4934 -4.2688 -3.0923
O -4.1603 -3.8254 -2.2028
C -1.9543 -4.2081 -3.0555
F -1.6071 -3.0078 -2.5547
F -1.4581 -5.1746 -2.2877
F -1.4179 -4.3117 -4.2697
H -5.5193 -6.2335 -6.1089
H -4.7671 -4.7012 -6.5064
H -6.5116 -4.7910 -6.2310
H -5.8452 -5.6265 -3.8411
H -5.7575 -3.9110 -4.0978
C 4.5928 4.4625 -2.5805
C 4.7642 3.5654 -3.7981
O 4.8456 4.4378 -4.9475
C 5.5760 4.0404 -5.9739
O 6.2567 3.0680 -6.0418
C 5.5145 5.0834 -7.1215
F 4.3832 4.8934 -7.8226
F 5.5191 6.3347 -6.6658
F 6.5425 4.9280 -7.9495
H 4.7065 3.8540 -1.6877
H 3.7255 5.1174 -2.6251
H 5.4288 5.1726 -2.5878
H 3.9046 2.9091 -3.9118
H 5.7119 3.0398 -3.7237
C -0.8704 1.9669 -4.3609
C -0.2112 0.7790 -3.6776
O 0.2164 -0.2118 -4.6323
C 1.2288 0.1188 -5.3970
O 1.9392 1.0748 -5.2752
C 1.5083 -0.9368 -6.4817
F 0.5606 -1.8747 -6.5375
F 1.5537 -0.3279 -7.6766
F 2.6781 -1.5312 -6.2700
H -0.1081 2.6165 -4.7948
H -1.2870 2.5844 -3.5597
H -1.6094 1.6993 -5.1083
H -0.9671 0.2916 -3.0685
H 0.6307 1.0938 -3.0645
C -1.5405 -0.4819 -0.2446
C -1.2567 0.9935 -0.1379
O 0.1496 1.2555 -0.2303
C 0.5149 2.4680 -0.6285
O -0.2197 3.3070 -1.0552
C 2.0536 2.6444 -0.5589
F 2.5562 1.9109 0.4297
F 2.5138 2.1952 -1.7462
F 2.3835 3.9107 -0.3987
H -0.8320 -1.0709 0.3469
H -1.3085 -0.7685 -1.2753
H -2.5424 -0.8324 -0.0202
H -1.5623 1.4282 0.8208
H -1.8587 1.5354 -0.8685
C -5.9296 -3.6257 3.7398
C -5.9808 -2.6862 2.5334
O -5.1620 -1.5404 2.6782
C -5.7251 -0.3407 2.6708
O -6.8810 -0.0934 2.8213
C -4.6747 0.7687 2.4833
F -4.8389 1.3789 1.3071
F -4.8063 1.6612 3.4685
F -3.4274 0.2731 2.5294
H -6.1903 -4.6307 3.4150
H -6.6439 -3.3225 4.5035
H -4.9081 -3.6502 4.1190
H -7.0098 -2.3983 2.3198
H -5.6667 -3.2852 1.6753
C 0.1837 -3.8761 1.9830
C -0.2223 -4.6726 0.7637
O -0.1591 -6.0743 1.0309
C -1.2585 -6.7029 1.3917
O -2.3125 -6.1960 1.6303
C -1.0362 -8.2100 1.5947
F -0.1183 -8.6975 0.7514
F -0.6107 -8.4359 2.8425
F -2.1669 -8.8718 1.3929
H 0.2761 -2.8217 1.7274
H 1.0858 -4.2539 2.4630
H -0.5787 -3.9237 2.7661
H 0.4531 -4.4235 -0.0561
H -1.2240 -4.4302 0.4078
C 2.5180 1.4341 3.9520
C 1.3088 2.1689 3.4257
O 0.4983 2.6547 4.5099
C -0.7565 2.9009 4.2139
O -1.2417 2.8723 3.1178
C -1.5986 3.3954 5.4066
F -2.5959 2.5379 5.6393
F -0.8845 3.5619 6.5213
F -2.1243 4.5785 5.0955
H 2.2205 0.5040 4.4213
H 3.0649 2.0580 4.6643
H 3.2267 1.3473 3.1274
H 0.6985 1.4828 2.8334
H 1.5370 3.0314 2.8000
C 1.9331 -1.5108 -1.6181
C 2.8793 -2.5995 -1.1709
O 3.4493 -3.3364 -2.2719
C 2.6442 -4.0945 -2.9938
O 1.4550 -4.1371 -2.9114
C 3.4581 -4.9200 -4.0142
F 3.5689 -4.1944 -5.1329
F 4.6698 -5.2427 -3.5669
F 2.8199 -6.0570 -4.3058
H 1.9062 -0.6699 -0.9228
H 0.9347 -1.9105 -1.7691
H 2.3456 -1.0760 -2.5331
H 2.4564 -3.2689 -0.4158
H 3.7953 -2.2390 -0.7001
C 5.0490 7.0155 1.5123
C 3.8703 7.9036 1.8182
O 2.6798 7.0842 1.7711
C 1.7192 7.4159 0.9218
O 1.7004 8.3709 0.2102
C 0.5728 6.3841 0.9475
F -0.5420 6.9144 1.4478
F 0.3492 5.9965 -0.2997
F 0.8778 5.3000 1.6751
H 4.9269 6.5333 0.5390
H 5.1989 6.2430 2.2645
H 5.9797 7.5807 1.4288
H 3.7735 8.7420 1.1356
H 3.9158 8.2741 2.8419
C -1.7310 0.6709 8.4948
O -0.7590 0.2081 7.5666
C -1.3269 -0.6281 6.5898
C -0.1690 -1.1780 5.7416
O -0.6295 -1.8548 4.5978
C -0.9446 -1.0249 3.5051
H -1.1849 1.0108 9.3753
H -2.3975 -0.1393 8.7952
H -2.2844 1.5206 8.0932
H -1.9519 -0.0977 5.8628
H -1.8078 -1.4942 7.0477
H 0.4524 -1.8927 6.2891
H 0.5574 -0.3887 5.5019
H -1.1415 -0.0092 3.8600
H -1.7732 -1.4410 2.9392
H -0.1078 -0.9408 2.7940
```

---

Record 3
Density functional theory data (the ωB97M-V functional and the def2-TZVPD basis) for C40H55InN3P2SeSi as an isolated structure.

E_LUMO in eV: -3.658
M in g mol⁻¹: 861.71
2S+1: 1
Kohn-Sham gap in Ha: 0.2047
Charge: +1

```
103
C40H55InN3P2SeSi the ωB97M-V functional and the def2-TZVPD basis
In 0.7251 -0.4904 -0.2972
C -0.8438 -5.4588 0.0313
C -0.0536 -4.1690 -0.1694
C 1.1799 -4.1326 0.7405
P -0.9378 -2.5497 0.0780
C -2.5380 -2.5336 -0.8759
C -2.2787 -3.0242 -2.3019
C -3.7330 -3.2316 -0.2354
C -1.2982 -2.3827 1.8379
C -2.0492 -3.3431 2.5262
C -2.3858 -3.2044 3.8581
C -3.1908 -4.2463 4.5884
C -1.9655 -2.0389 4.5039
C -1.2151 -1.0803 3.8618
C -0.8277 -1.2236 2.5107
N -0.1356 -0.2749 1.8121
C 0.3699 0.8943 2.3763
C 1.1319 0.9811 3.5428
C 1.6152 2.2051 3.9728
C 1.3833 3.3750 3.2539
C 1.9132 4.7032 3.7266
C 0.6576 3.2867 2.0715
C 0.1458 2.0712 1.6312
P -0.7949 1.7110 0.1191
C -0.8117 3.2169 -0.9688
C 0.6354 3.4878 -1.4040
C -1.5182 4.4725 -0.4555
C -2.5405 1.3653 0.6806
C -2.9984 2.2429 1.8427
C -3.5138 1.4133 -0.4991
H -0.2163 -6.3052 -0.2546
H -1.1200 -5.5969 1.0753
H -1.7438 -5.4929 -0.5811
H 0.2779 -4.1263 -1.2134
H 0.8794 -4.2230 1.7850
H 1.8530 -4.9580 0.5049
H 1.7314 -3.1950 0.6260
H -2.7641 -1.4612 -0.9204
H -2.1269 -4.1043 -2.3254
H -3.1365 -2.7956 -2.9359
H -1.3989 -2.5434 -2.7330
H -3.5786 -4.3077 -0.1529
H -3.9453 -2.8311 0.7541
H -4.6124 -3.0696 -0.8620
H -2.3984 -4.2196 1.9972
H -3.7083 -4.9069 3.8934
H -2.5511 -4.8624 5.2244
H -3.9330 -3.7752 5.2335
H -2.2452 -1.8839 5.5401
H -0.9349 -0.1852 4.3978
H 1.3513 0.0818 4.1044
H 2.1956 2.2539 4.8870
H 2.2330 4.6489 4.7658
H 2.7713 5.0139 3.1268
H 1.1515 5.4787 3.6428
H 0.4861 4.1940 1.5079
H -1.3551 2.8745 -1.8557
H 1.2509 3.8168 -0.5676
H 1.0942 2.5877 -1.8228
H 0.6604 4.2649 -2.1694
H -1.1325 4.8167 0.5017
H -1.3717 5.2735 -1.1827
H -2.5899 4.3154 -0.3486
H -2.4878 0.3329 1.0372
H -3.1191 3.2835 1.5420
H -3.9641 1.8806 2.2001
H -2.2946 2.2038 2.6730
H -3.6190 2.4233 -0.8969
H -3.2004 0.7554 -1.3137
H -4.4999 1.0859 -0.1664
C 3.7984 -0.2650 1.6365
Si 3.3704 -0.4018 -0.1897
C 4.0845 -1.9945 -0.9206
C 3.8354 1.1160 -1.1968
C 3.3814 1.2441 -2.5113
C 3.7136 2.3445 -3.2840
C 4.5104 3.3462 -2.7450
C 4.9665 3.2400 -1.4400
C 4.6317 2.1337 -0.6706
H 4.8762 -0.3335 1.8010
H 3.3202 -1.0778 2.1869
H 3.4412 0.6771 2.0557
H 5.1381 -1.8613 -1.1745
H 3.5630 -2.2848 -1.8317
H 4.0096 -2.8197 -0.2107
H 2.7568 0.4665 -2.9367
H 3.3530 2.4212 -4.3024
H 4.7779 4.2067 -3.3445
H 5.5880 4.0201 -1.0192
H 4.9925 2.0634 0.3496
Se 1.6535 -2.1149 -3.9041
N 0.5318 -1.1156 -2.9541
C -0.0095 -0.2367 -3.7975
C -1.0041 0.7154 -3.4611
C -1.4602 1.5521 -4.4321
C -0.9699 1.4902 -5.7695
C -0.0354 0.5777 -6.1429
C 0.4670 -0.3194 -5.1625
N 1.3567 -1.2711 -5.3979
H -1.3821 0.7371 -2.4489
H -2.2256 2.2821 -4.1993
H -1.3729 2.1781 -6.5006
H 0.3269 0.4989 -7.1587
```

---

Record 4
Density functional theory data (the ωB97M-V functional and the def2-TZVPD basis) for C40H56BCsN12O3S2 as an isolated structure.

E_LUMO in eV: 3.343
M in g mol⁻¹: 960.82
2S+1: 1
Kohn-Sham gap in Ha: 0.1727
Charge: -2

```
115
C40H56BCsN12O3S2 the ωB97M-V functional and the def2-TZVPD basis
Cs 1.1786 -0.7987 1.0638
N 3.6178 0.7324 -2.4571
C 3.1101 -0.2705 -3.2412
C 1.9198 -0.6068 -2.6803
N 1.6833 0.1591 -1.5742
C 2.7180 0.9541 -1.4593
C 2.8999 1.9741 -0.4313
N 2.3647 1.9751 0.7647
C 2.8319 3.1030 1.3823
C 3.6502 3.7959 0.5465
N 3.7033 3.0586 -0.6100
H 4.5430 1.1218 -2.5269
H 3.6509 -0.6884 -4.0659
H 1.2364 -1.3718 -2.9921
H 2.5398 3.3416 2.3878
H 4.1660 4.7303 0.6510
H 4.1126 3.3556 -1.4792
B -0.0494 -1.5250 5.3147
N -1.3749 -1.3836 4.5280
C -2.5902 -1.0728 4.9993
C -3.4441 -0.8936 3.9298
C -2.6263 -1.1063 2.8121
N -1.3874 -1.4018 3.1853
N 0.8294 -0.2608 5.0399
C 2.0278 -0.2383 4.4366
C 2.4370 1.0762 4.3200
C 1.3855 1.7927 4.9065
N 0.4268 0.9809 5.3368
H -0.3138 -1.6180 6.4937
H 0.5837 -2.4676 4.8935
H -2.7516 -0.9849 6.0586
H -4.4888 -0.6409 3.9506
H -2.8862 -1.0704 1.7646
H 2.5054 -1.1546 4.1339
H 3.3468 1.4477 3.8800
H 1.2804 2.8599 5.0321
C -1.4679 2.2925 2.2091
C -1.9401 3.7377 2.0905
C -0.8579 4.7463 1.7247
S -0.2108 4.6634 0.0350
O 0.6769 5.8676 -0.0752
C -1.7822 5.0776 -0.8004
C -1.5387 6.0242 -1.9657
C -2.8430 6.3080 -2.7016
H -2.2919 1.6406 2.4939
H -0.7003 2.2019 2.9786
H -1.0485 1.8759 1.2898
H -2.3491 4.0490 3.0569
H -2.7641 3.8057 1.3784
H 0.0231 4.6172 2.3563
H -1.2021 5.7801 1.8197
H -2.4758 5.5158 -0.0794
H -2.1854 4.1303 -1.1633
H -0.8292 5.5691 -2.6565
H -1.0824 6.9454 -1.5952
H -3.2306 5.3915 -3.1453
H -2.6919 7.0359 -3.5012
H -3.6026 6.7046 -2.0240
C -1.6573 2.2556 -6.5929
N -2.2745 1.2097 -5.8201
C -1.9327 0.9308 -4.5292
N -2.5048 -0.1406 -3.9950
S -0.8558 1.9099 -3.6976
H -2.1493 2.2915 -7.5639
H -0.5872 2.0822 -6.7326
H -1.7718 3.2185 -6.0946
H -2.8398 0.5362 -6.3085
H -3.2016 -0.6548 -4.5097
H -2.4127 -0.4577 -2.9984
C -7.9355 -1.5424 -0.7947
C -6.6078 -0.8818 -1.0870
C -6.5391 0.4981 -1.2194
C -5.2866 1.0851 -1.4426
C -5.1659 2.5820 -1.5825
C -4.1656 0.3020 -1.5433
C -4.1807 -1.1313 -1.4630
C -5.4774 -1.6760 -1.2010
N -3.0056 -1.7215 -1.6591
C -2.7110 -3.1413 -1.6131
C -2.2497 -3.5107 -0.1912
C -1.5133 -3.3568 -2.5537
C -3.7924 -4.1563 -2.0380
H -8.7567 -0.8271 -0.8796
H -7.9558 -1.9580 0.2169
H -8.1287 -2.3663 -1.4879
H -7.4302 1.1093 -1.1260
H -6.0808 3.0827 -1.2604
H -4.9725 2.8681 -2.6192
H -4.3407 2.9638 -0.9818
H -3.1967 0.7684 -1.6968
H -5.6125 -2.7372 -1.0741
H -1.4346 -2.8455 0.1032
H -1.9080 -4.5473 -0.1401
H -3.0547 -3.3686 0.5312
H -0.7360 -2.6252 -2.3312
H -1.8069 -3.2287 -3.5962
H -1.0941 -4.3572 -2.4394
H -4.5693 -4.2670 -1.2867
H -3.3262 -5.1352 -2.1709
H -4.2575 -3.8700 -2.9837
O 3.5692 -3.6327 -3.0443
C 4.0150 -3.4895 -1.9146
N 3.7928 -2.4589 -1.0545
C 4.5211 -2.6545 0.0715
O 4.5717 -1.9124 1.0473
C 5.2904 -3.9579 -0.0364
C 6.1482 -4.6074 0.8243
C 6.6822 -5.8254 0.4040
C 6.3552 -6.3575 -0.8398
C 5.4874 -5.6855 -1.7002
C 4.9688 -4.4835 -1.2709
H 6.3891 -4.1836 1.7903
H 7.3574 -6.3699 1.0531
H 6.7792 -7.3093 -1.1380
H 5.2209 -6.0877 -2.6693
```